Here is a cluster of 11 separate species, C37H45F10O32PS in total in a non-equilibrium geometry from the Open Molecules 2025 dataset. Energies are from ωB97M-V/def2-TZVPD.

Calculated values
HOMO level	-7.7828	eV
lowest unoccupied orbital energy	0.2	eV
HOMO-LUMO gap	7.9	eV
calculated total energy	-151916.4965	eV

```
! RIJCOSX wB97M-V def2-TZVPD def2/J DEFGRID3
* xyz 0 1
O -3.373 -5.866 1.206
C -4.488 -5.468 1.057
O -4.994 -5.040 -0.132
C -6.375 -4.781 0.081
C -6.432 -4.541 1.557
F -7.618 -4.949 2.073
O -5.410 -5.380 2.057
H -6.959 -5.653 -0.227
H -6.706 -3.915 -0.494
H -6.236 -3.507 1.852
O -1.889 2.016 -4.205
C -2.939 1.896 -4.761
O -3.379 0.735 -5.315
C -4.712 0.968 -5.753
C -4.737 2.454 -5.924
F -5.969 2.957 -5.658
O -3.840 2.906 -4.925
H -5.412 0.619 -4.988
H -4.918 0.438 -6.684
H -4.399 2.801 -6.904
O -6.375 2.342 -0.307
C -7.427 2.211 -0.858
O -7.858 1.044 -1.411
C -9.196 1.266 -1.842
C -9.234 2.753 -2.009
F -10.466 3.242 -1.737
O -8.337 3.210 -1.016
H -9.888 0.910 -1.074
H -9.402 0.737 -2.773
H -8.905 3.104 -2.991
O 3.460 0.627 2.207
C 3.431 -0.299 2.960
O 2.356 -1.122 3.117
C 2.764 -2.166 3.993
C 3.900 -1.534 4.732
F 4.833 -2.456 5.073
O 4.462 -0.658 3.774
H 3.075 -3.034 3.404
H 1.951 -2.465 4.655
H 3.600 -0.968 5.614
O 3.405 -2.060 7.615
C 3.238 -1.043 8.222
O 3.130 0.184 7.642
C 2.808 1.101 8.681
C 3.323 0.397 9.897
F 2.571 0.689 10.984
O 3.142 -0.970 9.577
H 1.726 1.253 8.709
H 3.294 2.064 8.520
H 4.378 0.586 10.115
O -2.210 3.375 -7.917
C -2.258 4.452 -7.402
O -1.195 5.068 -6.816
C -1.631 6.371 -6.446
C -3.113 6.194 -6.342
F -3.765 7.333 -6.679
O -3.388 5.209 -7.319
H -1.345 7.085 -7.223
H -1.184 6.681 -5.503
H -3.457 5.846 -5.364
O 3.642 -4.864 0.142
C 3.755 -3.978 -0.649
O 3.915 -4.164 -1.990
C 3.875 -2.874 -2.590
C 4.268 -1.984 -1.454
F 3.665 -0.776 -1.551
O 3.749 -2.655 -0.322
H 2.864 -2.672 -2.953
H 4.569 -2.809 -3.429
H 5.346 -1.850 -1.339
O 8.228 0.575 -4.373
C 8.329 0.230 -3.237
O 9.352 0.595 -2.414
C 9.037 0.092 -1.122
C 8.104 -1.034 -1.437
F 7.184 -1.199 -0.452
O 7.441 -0.587 -2.602
H 8.562 0.879 -0.530
H 9.935 -0.244 -0.602
H 8.601 -1.987 -1.641
O 7.423 -5.639 10.629
C 6.594 -5.500 9.782
O 5.486 -4.718 9.917
C 4.832 -4.714 8.654
C 5.329 -5.981 8.032
F 5.420 -5.862 6.686
O 6.634 -6.109 8.563
H 5.130 -3.825 8.094
H 3.748 -4.706 8.773
H 4.741 -6.868 8.286
O 4.242 4.883 -2.602
C 3.187 4.759 -3.145
O 2.742 3.597 -3.697
C 1.403 3.831 -4.118
C 1.375 5.315 -4.283
F 0.142 5.815 -3.998
O 2.280 5.768 -3.298
H 0.712 3.479 -3.348
H 1.187 3.304 -5.048
H 1.700 5.663 -5.268
C 0.397 -0.619 0.463
C 0.788 0.673 -0.405
P -0.256 0.968 -1.949
S -0.654 -0.979 -2.835
C -1.973 1.656 -1.555
C -2.406 1.653 -0.014
C -3.507 0.556 0.383
C -3.369 -0.848 -0.359
O -4.692 -1.520 -0.235
C -5.424 -1.009 -1.345
O -5.885 -1.709 -2.254
H 0.089 -0.332 1.533
H 1.325 -1.286 0.566
H -0.487 -1.176 0.026
H 0.618 1.582 0.279
H 1.902 0.622 -0.663
H -0.177 -1.974 -2.000
H -2.798 1.175 -2.191
H -1.960 2.755 -1.888
H -1.557 1.571 0.732
H -2.896 2.675 0.185
H -3.356 0.341 1.503
H -4.546 1.023 0.308
H -3.163 -0.788 -1.473
H -2.638 -1.569 0.147
H -5.535 0.128 -1.399
*
```

***

Here is the molecule C4H12N2O in a non-equilibrium geometry from the Open Molecules 2025 dataset. Energies are from ωB97M-V/def2-TZVPD.

Calculated values
HOMO level	-7.9737	eV
lowest unoccupied orbital energy	1.1	eV
HOMO-LUMO gap	9.1	eV
calculated total energy	-9366.5220	eV
energy relative to the best compared isomer or geometry (same formula, charge and spin)	4.6718	eV

```
! RIJCOSX wB97M-V def2-TZVPD def2/J DEFGRID3
* xyz 0 1
C -2.478 -0.572 -0.193
N -1.341 0.261 -0.540
C -0.109 0.252 0.418
C 0.541 1.608 0.537
C 0.432 -0.658 -0.620
N 1.923 -1.272 0.074
O 2.906 -0.187 0.084
H -2.960 -0.264 0.744
H -3.214 -0.554 -0.997
H -2.145 -1.604 -0.069
H -1.618 1.213 -0.756
H -0.332 -0.247 1.368
H -0.021 2.248 1.217
H 1.569 1.474 0.869
H 0.588 2.103 -0.433
H -0.035 -1.628 -0.756
H 0.866 -0.171 -1.489
H 1.835 -1.511 1.064
H 3.592 -0.488 -0.523
*
```

***

Here is a structure of composition C50H56As3IN4PReSeSi2 in a non-equilibrium geometry from the Open Molecules 2025 dataset. Energies are from ωB97M-V/def2-TZVPD.

Calculated values
HOMO level (alpha / beta)	-13.6555 / -12.7231	eV
lowest unoccupied orbital energy (alpha / beta)	-9.1 / -10.5	eV
HOMO-LUMO gap (alpha / beta)	4.6 / 2.3	eV
calculated total energy	-341828.9449	eV
⟨S²⟩	3.862

```
! RIJCOSX wB97M-V def2-TZVPD def2/J DEFGRID3
* xyz 3 4
Re 0.682 -1.996 -1.413
Se 8.289 -1.530 -0.417
N 6.882 -1.325 0.711
C 5.852 -1.840 0.134
C 4.482 -1.636 0.582
C 4.143 -1.236 1.853
C 2.792 -1.046 2.169
C 1.784 -1.201 1.225
N 2.082 -1.492 -0.084
C 3.390 -1.781 -0.388
C 3.552 -2.203 -1.703
N 2.395 -2.308 -2.486
C 2.619 -2.535 -3.823
C 3.890 -2.655 -4.362
C 5.030 -2.743 -3.563
C 4.839 -2.535 -2.193
C 5.994 -2.255 -1.274
N 7.208 -2.229 -1.775
H 4.930 -1.071 2.579
H 2.432 -0.935 3.182
H 0.712 -1.128 1.388
H 1.754 -2.609 -4.464
H 4.010 -2.807 -5.468
H 6.022 -3.085 -4.004
C -1.887 1.208 -1.740
As -0.653 -0.162 -2.439
C 0.357 0.956 -3.729
C -1.689 -1.033 -3.892
C -2.680 -0.263 -4.498
C -3.676 -0.921 -5.250
C -3.523 -2.287 -5.552
C -2.446 -3.013 -5.062
C -1.637 -2.369 -4.103
As -0.782 -3.551 -2.801
C 0.167 -4.893 -3.930
C -2.262 -4.851 -2.636
H -2.847 0.868 -1.437
H -2.069 2.048 -2.386
H -1.321 1.563 -0.849
H 0.038 0.859 -4.777
H 1.441 0.619 -3.596
H 0.233 2.013 -3.408
H -2.739 0.808 -4.274
H -4.537 -0.399 -5.632
H -4.286 -2.756 -6.198
H -2.255 -4.019 -5.358
H -0.292 -5.867 -3.810
H 1.212 -4.902 -3.609
H 0.147 -4.512 -4.936
H -2.401 -5.473 -3.499
H -3.188 -4.371 -2.396
H -2.000 -5.468 -1.742
I 1.015 1.884 0.355
C 1.543 3.835 -0.422
C 2.192 3.788 -1.663
C 2.946 4.873 -2.099
C 3.052 6.055 -1.344
C 2.399 6.115 -0.121
C 2.624 7.247 0.780
C 2.184 7.197 2.045
C 1.279 6.193 2.466
C 0.871 5.173 1.629
P -0.528 4.170 2.065
C -1.909 5.180 2.693
C -3.042 5.183 1.927
C -4.193 5.878 2.362
C -4.161 6.636 3.523
C -2.949 6.614 4.332
C -1.867 5.889 3.875
C 0.038 3.310 3.565
C -0.862 2.764 4.489
C -0.461 2.090 5.669
C 0.902 1.953 5.956
C 1.788 2.583 5.103
C 1.367 3.114 3.884
C 1.567 5.004 0.355
H 2.242 2.791 -2.145
H 3.560 4.800 -3.011
H 3.634 6.939 -1.643
H 3.207 8.088 0.457
H 2.512 7.939 2.756
H 0.969 6.185 3.468
H -3.021 4.705 0.951
H -5.087 5.905 1.711
H -5.094 7.090 3.865
H -2.943 7.117 5.299
H -0.920 6.020 4.398
H -1.937 2.831 4.279
H -1.343 1.647 6.175
H 1.212 1.338 6.815
H 2.826 2.674 5.359
H 2.114 3.489 3.148
C -1.401 -3.679 3.267
Si -0.475 -4.619 1.881
C -1.167 -6.237 1.302
C 1.360 -4.806 2.115
As -0.859 -2.818 0.079
Si -3.380 -2.396 0.210
C -4.399 -2.354 -1.451
C -4.084 -3.748 1.365
C -3.224 -0.735 1.049
H -1.685 -2.688 2.939
H -0.794 -3.631 4.205
H -2.396 -4.116 3.492
H -0.737 -7.036 1.891
H -0.968 -6.416 0.234
H -2.272 -6.194 1.435
H 1.614 -5.791 2.442
H 1.497 -4.089 2.968
H 1.828 -4.513 1.163
H -3.818 -2.362 -2.363
H -5.052 -1.452 -1.457
H -5.145 -3.180 -1.497
H -3.639 -4.713 1.102
H -5.187 -3.855 1.373
H -3.830 -3.383 2.400
H -3.840 -0.688 2.038
H -2.175 -0.432 1.285
H -3.690 -0.010 0.359
*
```

***

Here is a structure of composition C27H30CoNO in a non-equilibrium geometry from the Open Molecules 2025 dataset. Energies are from ωB97M-V/def2-TZVPD.

Calculated values
HOMO level (alpha / beta)	0.2617 / -0.0217	eV
lowest unoccupied orbital energy (alpha / beta)	5.2 / 5.2	eV
HOMO-LUMO gap (alpha / beta)	5.0 / 5.2	eV
calculated total energy	-69642.0312	eV
⟨S²⟩	6.051
energy relative to the best compared isomer or geometry (same formula, charge and spin)	1.1035	eV

```
! RIJCOSX wB97M-V def2-TZVPD def2/J DEFGRID3
* xyz -2 5
Co -0.938 -0.536 -0.814
C -2.668 -0.236 1.199
C -2.046 0.982 1.520
C -1.852 1.732 0.345
H -1.834 1.345 2.532
C -2.378 0.990 -0.753
C -2.876 -0.278 -0.225
H -3.582 -0.940 -0.734
H -3.030 -0.986 1.911
H -1.519 2.774 0.296
H -2.659 1.438 -1.711
C 0.173 -1.955 -1.865
C -1.243 -2.087 -2.036
C -1.717 -0.867 -2.616
H -1.832 -2.986 -1.867
C -0.621 0.052 -2.673
C 0.554 -0.632 -2.244
H 1.565 -0.243 -2.309
H 0.856 -2.754 -1.576
H -2.720 -0.692 -2.978
H -0.630 1.040 -3.126
O 0.915 1.223 0.425
C 0.928 3.920 -2.216
C 1.313 3.825 -0.785
C -0.525 3.911 -2.457
C 1.833 3.145 -3.093
C 1.321 2.488 0.438
H 0.717 4.577 -0.246
H 2.377 4.116 -0.749
H 2.374 2.551 0.714
H 0.697 2.956 1.192
H -0.837 4.686 -3.182
H -1.032 4.086 -1.488
H -0.859 2.926 -2.839
H 2.296 3.783 -3.865
H 1.306 2.299 -3.574
H 2.641 2.738 -2.455
C -1.025 -5.214 2.067
C -1.966 -4.522 1.292
C -1.693 -3.230 0.868
C -0.464 -2.607 1.195
C 0.468 -3.322 1.982
C 0.192 -4.611 2.418
N -0.133 -1.339 0.738
C 0.945 -0.751 1.413
C 0.773 -0.274 2.727
C 1.872 0.197 3.426
C 3.147 0.165 2.843
C 3.324 -0.241 1.513
C 2.220 -0.625 0.772
H -1.240 -6.229 2.403
H -2.920 -4.979 1.014
H -2.434 -2.688 0.274
H 1.420 -2.843 2.248
H 0.936 -5.129 3.027
H -0.245 -0.216 3.122
H 1.723 0.605 4.430
H 4.017 0.492 3.416
H 4.299 -0.212 1.017
H 2.315 -0.817 -0.299
*
```

***

Here is a structure of composition C3H4O in a non-equilibrium geometry from the Open Molecules 2025 dataset. Energies are from ωB97M-V/def2-TZVPD.

Calculated values
HOMO level	-10.4999	eV
lowest unoccupied orbital energy	-0.3	eV
HOMO-LUMO gap	10.2	eV
calculated total energy	-5217.6700	eV
energy relative to the best compared isomer or geometry (same formula, charge and spin)	4.4667	eV

```
! RIJCOSX wB97M-V def2-TZVPD def2/J DEFGRID3
* xyz 0 1
C 1.323 -1.222 -2.139
C 1.076 -0.361 -1.358
C -0.361 0.618 0.610
O 0.676 0.995 -0.206
H 1.544 -1.986 -2.826
H -1.266 0.332 0.058
H -0.586 1.520 1.189
H -0.090 -0.187 1.306
*
```

***

Here is the molecule C4H4N2O in a non-equilibrium geometry from the Open Molecules 2025 dataset. Energies are from ωB97M-V/def2-TZVPD.

Calculated values
HOMO level	-11.7290	eV
lowest unoccupied orbital energy	0.3	eV
HOMO-LUMO gap	12.0	eV
calculated total energy	-9239.1851	eV
energy relative to the best compared isomer or geometry (same formula, charge and spin)	1.3028	eV

```
! RIJCOSX wB97M-V def2-TZVPD def2/J DEFGRID3
* xyz 0 1
N 2.341 1.007 1.172
C 1.658 0.342 0.566
C 0.842 -0.553 -0.325
C -0.689 -0.333 -0.146
O -1.158 -0.700 1.133
C -1.074 1.076 -0.546
N -1.231 2.112 -0.966
H 1.057 -0.324 -1.385
H 1.064 -1.613 -0.117
H -1.179 -1.003 -0.883
H -1.585 0.072 1.526
*
```